[1]
183
Properties=species:S:1:pos:R:3 method="wB97M-V/def2-TZVPD" gap_ev=8.55 charge=0 lumo_ha=0.006 fmax_ev_per_a=1.92 homo_energy_ev=-8.4
O -20.213 -10.061 15.400
H -20.996 -10.437 15.841
H -19.477 -10.222 16.021
C -17.923 -4.458 17.038
C -17.188 -4.653 15.741
O -15.942 -5.289 15.905
H -18.725 -3.721 17.027
H -17.228 -4.085 17.795
H -18.346 -5.397 17.407
H -17.025 -3.636 15.350
H -17.762 -5.130 14.938
H -15.614 -5.602 15.051
C -22.343 -11.743 10.911
C -21.360 -12.786 10.422
O -20.880 -12.376 9.135
H -21.787 -10.803 10.908
H -22.579 -11.958 11.954
H -23.223 -11.633 10.284
H -21.814 -13.781 10.362
H -20.446 -12.856 11.025
H -20.266 -13.043 8.811
C -20.297 -8.701 13.070
C -18.799 -8.490 13.329
O -18.081 -8.452 12.088
H -20.841 -8.573 14.007
H -20.483 -9.649 12.571
H -20.607 -7.891 12.408
H -18.416 -9.285 13.972
H -18.681 -7.532 13.834
H -18.356 -9.222 11.511
C -23.131 -1.972 17.912
C -22.044 -2.449 16.955
C -22.217 -3.933 16.569
O -21.144 -4.230 15.682
C -20.894 -5.636 15.705
N -22.077 -1.569 15.763
H -24.133 -1.860 17.492
H -22.846 -0.989 18.291
H -23.253 -2.651 18.762
H -21.069 -2.330 17.428
H -23.193 -4.155 16.119
H -22.199 -4.547 17.478
H -20.770 -6.009 16.723
H -20.089 -5.949 15.042
H -21.786 -6.106 15.268
H -21.606 -2.170 15.087
H -23.020 -1.505 15.388
C -18.675 -5.884 8.740
C -19.725 -5.768 9.846
C -20.762 -6.888 9.791
O -21.370 -6.951 8.527
C -21.881 -8.213 8.200
N -19.078 -5.782 11.164
H -19.164 -5.970 7.769
H -18.087 -6.791 8.918
H -17.951 -5.070 8.779
H -20.254 -4.819 9.737
H -21.460 -6.732 10.624
H -20.273 -7.847 10.017
H -21.110 -8.988 8.132
H -22.318 -8.149 7.202
H -22.694 -8.502 8.876
H -18.698 -6.709 11.402
H -18.201 -5.265 11.127
C -17.789 -8.275 16.769
C -18.524 -8.907 17.952
C -19.897 -8.328 18.267
O -19.848 -6.926 18.401
C -21.121 -6.367 18.677
N -18.569 -10.369 17.836
H -18.371 -8.326 15.849
H -16.782 -8.653 16.594
H -17.677 -7.216 17.010
H -17.960 -8.731 18.880
H -20.180 -8.713 19.256
H -20.585 -8.616 17.464
H -21.534 -6.778 19.604
H -21.823 -6.626 17.879
H -20.972 -5.295 18.756
H -17.670 -10.784 17.628
H -18.829 -10.834 18.699
C -16.792 -12.382 14.676
C -16.865 -12.169 13.161
C -16.086 -13.236 12.373
O -14.698 -13.236 12.659
C -14.033 -12.006 12.545
N -18.294 -12.168 12.769
H -15.735 -12.356 14.966
H -17.158 -13.350 15.018
H -17.309 -11.581 15.196
H -16.430 -11.205 12.895
H -16.218 -13.178 11.287
H -16.428 -14.240 12.632
H -14.067 -11.494 13.515
H -14.413 -11.313 11.787
H -12.977 -12.179 12.335
H -18.744 -13.079 12.795
H -18.790 -11.672 13.510
C -26.327 -5.019 13.478
C -24.809 -5.250 13.418
C -24.366 -6.380 12.494
O -25.073 -7.587 12.714
C -24.805 -8.557 11.707
N -24.244 -3.993 12.942
H -26.459 -4.171 14.150
H -26.818 -5.841 14.006
H -26.802 -4.841 12.515
H -24.441 -5.560 14.398
H -23.291 -6.560 12.655
H -24.414 -6.069 11.442
H -23.905 -9.062 12.071
H -24.630 -8.200 10.691
H -25.637 -9.260 11.708
H -23.218 -4.065 12.855
H -24.537 -3.824 11.983
C -14.600 -8.484 14.322
C -14.536 -7.298 13.372
C -14.063 -7.694 11.953
O -12.743 -8.186 12.086
C -12.297 -8.938 10.970
N -15.911 -6.765 13.265
H -15.131 -9.338 13.897
H -15.033 -8.140 15.265
H -13.622 -8.846 14.648
H -13.904 -6.554 13.860
H -14.053 -6.823 11.286
H -14.810 -8.398 11.572
H -13.062 -9.622 10.601
H -11.414 -9.508 11.264
H -11.960 -8.207 10.224
H -15.979 -6.060 12.535
H -16.468 -7.538 12.886
C -19.597 -2.381 13.253
C -20.880 -2.788 12.521
C -20.940 -2.316 11.069
O -20.830 -0.913 11.049
C -20.923 -0.373 9.748
N -21.174 -4.219 12.670
H -18.703 -2.637 12.682
H -19.620 -2.714 14.289
H -19.592 -1.289 13.339
H -21.695 -2.258 13.031
H -21.893 -2.588 10.601
H -20.074 -2.762 10.559
H -21.100 0.698 9.856
H -21.762 -0.824 9.213
H -19.968 -0.463 9.223
H -20.550 -4.730 12.014
H -20.836 -4.512 13.581
C -18.262 -10.212 7.979
C -17.739 -10.760 9.309
C -16.511 -9.956 9.747
O -15.386 -9.996 8.912
C -14.843 -11.274 8.659
N -18.789 -10.554 10.323
H -19.150 -10.734 7.612
H -17.520 -10.183 7.178
H -18.613 -9.177 8.050
H -17.543 -11.832 9.181
H -16.247 -10.182 10.792
H -16.772 -8.895 9.786
H -14.605 -11.820 9.578
H -13.914 -11.163 8.103
H -15.538 -11.852 8.043
H -18.553 -11.167 11.125
H -19.602 -11.013 9.894
C -23.457 -8.214 15.956
C -23.947 -9.539 15.366
C -23.838 -10.685 16.345
O -22.514 -10.793 16.807
C -22.301 -11.723 17.840
N -25.334 -9.350 14.878
H -22.374 -8.338 16.075
H -23.884 -8.018 16.940
H -23.565 -7.344 15.312
H -23.350 -9.742 14.465
H -24.243 -11.630 15.963
H -24.501 -10.434 17.186
H -21.225 -11.886 17.902
H -22.656 -12.706 17.494
H -22.812 -11.490 18.775
H -25.188 -8.636 14.142
H -25.594 -10.184 14.351

[2]
22
Properties=species:S:1:pos:R:3 method="wB97M-V/def2-TZVPD" gap_ev=9.13 charge=0 lumo_ha=0.032 fmax_ev_per_a=8.22 homo_energy_ev=-8.2
C -0.787 2.513 -0.739
C -0.048 2.022 0.438
C -0.395 0.639 0.918
C 0.269 0.230 2.170
N -0.095 -0.217 -0.167
N 0.082 -1.401 0.036
N 0.169 -2.277 -0.867
C 1.253 -3.078 -1.152
C 1.123 -4.345 -1.949
F 2.385 -2.651 -0.691
H -0.600 3.545 -0.892
H -1.849 2.375 -0.740
H -0.429 1.985 -1.530
H -0.256 2.793 1.170
H 1.020 2.053 0.167
H -1.482 0.561 0.977
H 1.094 -0.339 1.853
H 0.550 1.088 2.784
H -0.482 -0.313 2.674
H 1.039 -5.263 -1.368
H 1.829 -4.447 -2.775
H 0.219 -4.169 -2.347

[3]
15
Properties=species:S:1:pos:R:3 method="wB97M-V/def2-TZVPD" gap_ev=11.22 charge=0 lumo_ha=0.016 fmax_ev_per_a=2.58 homo_energy_ev=-10.8
O -1.176 0.999 2.321
H -0.836 0.262 2.833
H -0.471 1.649 2.292
O 1.850 0.375 2.824
H 2.489 1.103 2.724
H 2.057 -0.485 2.515
O 1.768 0.991 -0.424
H 1.131 1.495 -0.964
H 1.732 0.188 -0.961
O 0.105 -0.103 -2.274
H -0.484 -0.486 -1.641
H -0.397 -0.253 -3.083
O -2.233 -1.944 -2.188
H -2.900 -2.627 -2.213
H -2.636 -1.165 -1.761

[4]
48
Properties=species:S:1:pos:R:3 method="wB97M-V/def2-TZVPD" gap_ev=9.07 charge=0 lumo_ha=0.010 fmax_ev_per_a=0.73 homo_energy_ev=-8.8
C -2.032 -3.115 -1.407
N -1.932 -2.032 -0.444
C -2.868 -1.007 -0.499
O -3.786 -1.038 -1.292
C -2.618 0.090 0.434
C -3.418 1.232 0.371
C -3.171 2.301 1.201
C -2.102 2.245 2.088
C -1.300 1.124 2.168
C -1.562 0.020 1.353
N -0.811 -1.139 1.413
C 0.173 -1.345 2.463
C 1.522 -0.726 2.062
O 1.901 0.342 2.499
N 2.198 -1.491 1.196
C 3.402 -1.051 0.534
C 3.146 -0.800 -0.958
C 2.069 0.227 -1.184
C 0.927 -0.081 -1.784
C -0.163 0.903 -2.081
C 0.004 2.187 -1.276
C 1.453 2.650 -1.351
C 2.356 1.616 -0.685
C -0.902 -2.124 0.460
O -0.115 -3.054 0.431
H -1.156 -3.118 -2.055
H -2.934 -2.951 -1.992
H -2.083 -4.069 -0.884
H -4.221 1.243 -0.350
H -3.790 3.183 1.154
H -1.883 3.092 2.719
H -0.451 1.129 2.831
H -0.187 -0.895 3.388
H 0.289 -2.423 2.600
H 1.734 -2.313 0.823
H 4.176 -1.816 0.652
H 3.728 -0.136 1.032
H 4.079 -0.460 -1.413
H 2.859 -1.742 -1.430
H 0.756 -1.091 -2.137
H -1.140 0.454 -1.884
H -0.136 1.134 -3.153
H -0.669 2.956 -1.659
H -0.257 2.003 -0.232
H 1.570 3.616 -0.857
H 1.741 2.768 -2.398
H 3.406 1.861 -0.867
H 2.199 1.643 0.398

[5]
51
Properties=species:S:1:pos:R:3 method="wB97M-V/def2-TZVPD" gap_ev=7.08 charge=-1 lumo_ha=0.095 fmax_ev_per_a=1.52 homo_energy_ev=-4.5
Sc -2.486 -0.276 -0.189
S -4.055 0.125 -4.474
C -3.684 -0.034 -2.874
S -3.440 -1.608 -2.109
S -3.497 1.380 -1.822
C -3.740 -2.340 2.561
C -3.258 -1.483 1.472
O -3.536 -0.252 1.509
H -4.485 -1.840 3.186
H -2.863 -2.600 3.167
H -4.120 -3.277 2.155
C 0.640 -0.546 2.636
C 1.064 -0.995 1.231
C 0.541 -2.437 1.108
C 2.598 -1.063 1.203
Si 0.224 0.140 -0.122
C 0.434 2.015 0.377
C 0.161 2.927 -0.830
C 1.788 2.427 0.972
C -0.669 2.380 1.390
C 1.063 -0.182 -1.830
C 2.446 0.457 -2.025
C 1.212 -1.693 -2.066
C 0.132 0.303 -2.959
H 0.989 -1.290 3.370
H -0.448 -0.474 2.745
H 1.064 0.415 2.928
H 0.924 -3.030 1.955
H 0.860 -2.938 0.196
H -0.549 -2.492 1.146
H 2.957 -1.690 2.037
H 3.074 -0.086 1.304
H 2.975 -1.516 0.284
H 0.945 2.884 -1.584
H 0.104 3.971 -0.481
H -0.787 2.697 -1.325
H 2.626 2.198 0.308
H 1.994 1.950 1.931
H 1.802 3.515 1.149
H -1.671 2.231 0.976
H -0.610 3.452 1.638
H -0.612 1.824 2.324
H 3.171 0.154 -1.265
H 2.412 1.547 -2.026
H 2.855 0.153 -3.003
H 1.973 -2.152 -1.432
H 1.517 -1.859 -3.111
H 0.269 -2.231 -1.919
H -0.049 1.376 -2.950
H -0.844 -0.189 -2.932
H 0.588 0.054 -3.931

[6]
77
Properties=species:S:1:pos:R:3 method="wB97M-V/def2-TZVPD" gap_ev=7.88 charge=0 lumo_ha=-0.072 fmax_ev_per_a=9.61 homo_energy_ev=-9.8
H -0.688 -5.509 -4.047
N -1.083 -5.493 -5.034
C -1.468 -4.198 -5.287
C -1.247 -3.019 -4.166
N -0.867 -1.667 -4.719
C -2.038 -0.735 -4.898
F -1.795 0.432 -5.778
F -2.327 -0.157 -3.531
C -3.434 -1.434 -5.392
C -3.816 -1.760 -6.974
C -5.231 -2.488 -7.455
C -6.348 -2.914 -6.333
C -6.017 -2.562 -4.732
C -7.228 -2.994 -3.666
F -7.037 -2.439 -2.305
F -7.353 -4.485 -3.684
F -8.498 -2.471 -4.276
C -4.607 -1.841 -4.282
S 0.183 -1.750 -6.104
O -0.525 -1.906 -7.470
O 1.036 -0.424 -6.187
F 1.383 -3.020 -6.003
H -1.966 -3.937 -6.333
H -2.149 -2.913 -3.395
H -0.325 -3.374 -3.496
H -3.071 -1.488 -7.859
H -5.400 -2.702 -8.616
H -7.337 -3.447 -6.688
H -4.461 -1.629 -3.126
O 0.780 -2.099 4.414
C 0.568 -2.452 3.261
C -0.207 -3.680 2.985
C -0.718 -4.431 4.050
C -1.485 -5.570 3.797
C -1.743 -5.960 2.483
C -1.220 -5.222 1.420
C -0.444 -4.083 1.671
C 0.120 -3.320 0.541
O -0.043 -3.705 -0.611
C 0.877 -2.083 0.816
C 1.387 -1.331 -0.251
C 2.075 -0.142 -0.003
C 2.255 0.299 1.308
C 1.761 -0.457 2.374
C 1.075 -1.653 2.127
H -0.525 -4.130 5.078
H -1.885 -6.150 4.626
H -2.351 -6.840 2.286
H -1.421 -5.535 0.397
H 1.245 -1.666 -1.277
H 2.466 0.442 -0.833
H 2.783 1.230 1.502
H 1.909 -0.107 3.394
O 3.285 3.441 3.370
C 3.427 4.554 3.862
C 4.617 4.865 4.679
C 5.600 3.885 4.874
C 6.747 4.184 5.611
C 6.917 5.457 6.153
C 5.931 6.429 5.975
C 4.776 6.131 5.242
C 3.731 7.160 5.074
O 3.845 8.254 5.614
C 2.550 6.856 4.241
C 1.570 7.837 4.045
C 0.467 7.571 3.233
C 0.340 6.327 2.614
C 1.309 5.343 2.819
C 2.414 5.606 3.639
H 5.476 2.891 4.449
H 7.511 3.423 5.757
H 7.816 5.694 6.717
H 6.068 7.420 6.405
H 1.664 8.812 4.521
H -0.291 8.335 3.079
H -0.514 6.123 1.972
H 1.201 4.373 2.335

[7]
88
Properties=species:S:1:pos:R:3 method="wB97M-V/def2-TZVPD" gap_ev="7.02 / 7.37" multiplicity=2 charge=0 lumo_ha="-0.017 / -0.004" fmax_ev_per_a=0.51 homo_energy_ev="-7.5 / -7.5"
Ti 1.017 -1.233 0.110
C 0.110 0.624 -7.320
C 0.263 1.784 -6.326
C 1.633 2.447 -6.521
C -0.820 2.818 -6.628
C 0.166 1.245 -4.901
C 1.082 0.278 -4.477
C 0.997 -0.194 -3.192
Br 2.230 -1.497 -2.562
C 0.028 0.254 -2.287
O 0.048 -0.294 -1.060
C -0.897 1.220 -2.674
C -0.784 1.681 -3.994
C -2.005 1.813 -1.796
C -3.363 1.489 -2.439
C -1.813 3.335 -1.728
C -2.047 1.289 -0.358
H 0.165 0.998 -8.344
H -0.850 0.123 -7.189
H 0.897 -0.120 -7.198
H 1.720 2.843 -7.535
H 2.448 1.738 -6.371
H 1.772 3.270 -5.818
H -0.708 3.165 -7.656
H -0.746 3.689 -5.976
H -1.822 2.398 -6.528
H 1.851 -0.092 -5.139
H -1.490 2.435 -4.308
H -3.460 1.910 -3.439
H -4.164 1.904 -1.824
H -3.510 0.409 -2.507
H -1.844 3.799 -2.715
H -0.862 3.588 -1.259
H -2.611 3.777 -1.127
H -2.227 0.213 -0.335
H -2.874 1.787 0.154
H -1.135 1.516 0.194
C -2.251 -1.123 4.121
C -2.592 -1.837 2.869
N -3.709 -2.428 2.595
N -3.554 -2.863 1.311
C -2.371 -2.547 0.752
S -1.906 -2.838 -0.825
N -1.736 -1.910 1.786
N -0.487 -1.285 1.771
H -3.084 -1.227 4.811
H -2.082 -0.063 3.914
H -1.341 -1.514 4.578
H -4.298 -3.338 0.833
H 0.045 -1.620 2.595
H -0.583 -0.261 1.960
F -3.093 4.614 5.676
C -2.240 3.880 4.958
C -2.030 4.159 3.617
F -2.687 5.169 3.041
C -1.148 3.389 2.880
F -0.998 3.701 1.589
C -0.437 2.323 3.432
S 0.672 1.347 2.494
C -0.681 2.072 4.782
F -0.061 1.051 5.393
C -1.558 2.826 5.541
F -1.760 2.534 6.829
I 1.732 -7.339 -1.245
C 1.617 -5.569 -0.223
C 1.971 -5.329 1.093
N 1.735 -4.038 1.339
N 1.220 -3.420 0.262
C 1.154 -4.342 -0.696
H 2.358 -5.983 1.855
H 1.808 -3.566 2.250
H 0.763 -4.082 -1.665
C 4.112 -3.600 5.429
N 3.895 -2.223 5.035
C 2.761 -1.704 4.538
N 2.754 -0.409 4.265
S 1.367 -2.671 4.289
H 4.425 -3.650 6.472
H 4.875 -4.064 4.802
H 3.177 -4.140 5.315
H 4.660 -1.581 5.168
H 3.600 0.138 4.314
H 1.948 0.055 3.826
F 2.613 0.527 -0.069
B 3.632 -0.140 0.647
F 4.526 -0.760 -0.157
F 4.142 0.549 1.685
F 2.728 -1.278 1.237

Repeat the third record exactly.
15
Properties=species:S:1:pos:R:3 method="wB97M-V/def2-TZVPD" gap_ev=11.22 charge=0 lumo_ha=0.016 fmax_ev_per_a=2.58 homo_energy_ev=-10.8
O -1.176 0.999 2.321
H -0.836 0.262 2.833
H -0.471 1.649 2.292
O 1.850 0.375 2.824
H 2.489 1.103 2.724
H 2.057 -0.485 2.515
O 1.768 0.991 -0.424
H 1.131 1.495 -0.964
H 1.732 0.188 -0.961
O 0.105 -0.103 -2.274
H -0.484 -0.486 -1.641
H -0.397 -0.253 -3.083
O -2.233 -1.944 -2.188
H -2.900 -2.627 -2.213
H -2.636 -1.165 -1.761